# C6H4N2

A single C6H4N2 molecule at a distorted geometry (wB97M-V/def2-TZVPD, the OMol25 dataset).

Geometry (Å):
C (-1.04983, -1.80984, -1.89067)
C (-0.41668, -0.84293, -1.13310)
C (-0.36540, -1.01871, 0.21872)
C (0.41183, -0.09731, 0.99897)
C (0.29072, 1.21514, 0.80825)
C (1.06857, 2.25125, 1.41697)
H (0.09584, -0.05877, -1.66756)
H (-0.94266, -1.82666, 0.68210)
H (0.95081, -0.41664, 1.89107)
H (-0.48866, 1.61715, 0.06902)
N (-1.52321, -2.71496, -2.48475)
N (1.63027, 3.07201, 1.98626)

Cartesian forces, eV/Å:
C -2.401 -4.140 -2.909
C 0.533 0.300 2.200
C -0.382 0.021 -1.708
C -0.177 0.783 1.532
C -1.149 1.281 -1.850
C -0.395 -0.726 0.487
H 0.219 0.121 0.185
H 0.537 0.158 -0.168
H 0.253 -0.265 -0.450
H 1.331 -0.714 0.999
N 1.316 2.797 1.670
N 0.314 0.385 0.012

## Properties
E = -340.47062 Eh
Total charge = 0
ΔE to the lowest compared entry with this formula, charge and spin = 1.3357 eV
Frontier orbital gap = 8.9212 eV
Structure (SMILES) = N#C/C=C/C=C/C#N



# C6H4N2

A single C6H4N2 molecule at a distorted geometry (wB97M-V/def2-TZVPD, the OMol25 dataset).

Geometry (Å):
C (-3.04413, -0.01684, 0.07788)
C (-1.87847, -0.23693, -0.27840)
C (-0.37982, -0.05026, -0.22682)
C (0.34130, 1.23754, -0.24158)
C (2.24632, 0.07202, -0.02485)
C (0.44593, -1.22604, -0.04262)
H (-4.20504, 0.23182, 0.28773)
H (-0.27349, 2.17356, 0.21603)
H (3.30963, 0.17030, 0.07310)
H (0.04960, -2.30306, 0.23268)
N (1.59107, 1.23225, 0.02681)
N (1.79710, -1.28436, -0.09995)

Cartesian forces, eV/Å:
C -0.718 0.148 -0.653
C -0.544 1.950 1.859
C 0.236 -0.948 -0.391
C -5.582 -0.863 3.227
C 0.468 -2.537 -0.380
C -0.728 -1.936 -0.140
H 3.648 -0.989 -0.700
H 1.268 -1.852 -2.196
H 0.442 -0.122 -0.037
H -0.032 2.493 -0.938
N 2.534 -0.715 -0.449
N -0.991 5.372 0.798

## Properties
E = -340.39471 Eh
Total charge = 0
ΔE to the lowest compared entry with this formula, charge and spin = 3.4013 eV
Frontier orbital gap = 9.0967 eV
Structure (SMILES) = C#Cc1cncnc1



# C6H4N2O3

A single C6H4N2O3 molecule at a distorted geometry (wB97M-V/def2-TZVPD, the OMol25 dataset).

Geometry (Å):
C (-0.28504, -1.01558, 2.36499)
C (0.18802, -0.90647, 1.01964)
C (-0.09044, 0.12274, 0.15510)
C (0.94765, -1.87930, 0.24122)
C (0.57348, -0.12090, -1.19699)
C (-1.02236, 2.19224, -0.40648)
N (-0.79551, -1.13967, 3.39095)
N (1.06117, -1.34397, -1.02840)
O (1.41851, -2.91513, 0.56696)
O (0.62057, 0.61111, -2.14227)
O (-0.79472, 1.15727, 0.56577)
H (-1.04343, 1.73915, -1.33361)
H (-0.13856, 2.89363, -0.38738)
H (-1.96210, 2.63528, -0.07370)
H (1.32276, -2.03041, -1.73580)

Cartesian forces, eV/Å:
C -0.261 -0.258 -0.259
C -0.481 1.110 -0.574
C -0.345 0.089 2.503
C -0.481 0.637 1.037
C -1.014 0.897 0.616
C 0.854 1.397 1.967
N 0.399 0.144 -0.289
N 1.413 -2.603 -1.680
O 0.465 -1.376 0.231
O 0.089 0.121 -0.563
O 0.537 -0.371 -0.540
H -0.536 -0.442 -2.017
H -1.147 -0.458 0.081
H 0.298 0.265 -0.397
H 0.210 0.847 -0.116

## Properties
E = -566.24965 Eh
Total charge = 0
ΔE to the lowest compared entry with this formula, charge and spin = 0.0000 eV
Frontier orbital gap = 8.7889 eV
Structure (SMILES) = COC1=C(C#N)C(=O)NC1=O



# C6H4N6S3

A single C6H4N6S3 molecule at a distorted geometry (wB97M-V/def2-TZVPD, the OMol25 dataset).

Geometry (Å):
C (-0.19034, 2.39764, -1.06662)
C (-1.81498, -2.87803, -0.20362)
C (-0.36646, 1.34973, -0.15733)
C (-0.38805, -1.08331, -0.05227)
C (2.07486, 0.13623, 1.62744)
C (0.41221, 0.11094, 0.06010)
N (-0.61808, -3.23392, -0.50561)
N (-1.50176, 1.51402, 0.58417)
N (0.16186, -2.17944, -0.41942)
N (-2.09793, 2.60101, 0.36647)
N (0.83466, 0.18452, 1.46912)
N (1.63622, 0.06528, -0.78080)
S (-1.42641, 3.50557, -0.81450)
S (-2.10153, -1.26295, 0.19477)
S (3.05923, 0.15124, 0.23038)
H (0.51548, 2.62968, -1.75208)
H (-2.56534, -3.55619, -0.04982)
H (2.70719, 0.32455, 2.46405)
H (1.66917, -0.77658, -1.19443)

Cartesian forces, eV/Å:
C -1.755 -1.271 2.655
C -0.153 0.380 0.237
C -0.731 1.860 -1.702
C -1.709 -1.381 -0.747
C 0.624 0.683 -0.871
C 2.368 1.699 1.085
N -0.638 -0.764 0.096
N 0.920 -0.481 0.199
N 2.456 0.751 -0.436
N -1.771 0.618 0.536
N -0.679 -0.197 1.336
N 0.025 3.480 1.575
S 0.375 -0.018 -0.131
S 0.818 0.414 0.147
S -0.242 -0.074 -1.492
H 2.323 0.079 -1.913
H -1.835 -1.730 -0.087
H -0.481 -0.248 1.420
H 0.086 -3.798 -1.909

## Properties
E = -1754.03890 Eh
Total charge = 0
ΔE to the lowest compared entry with this formula, charge and spin = 0.8402 eV
Frontier orbital gap = 9.1466 eV
Structure (SMILES) = C1=N[C@](c2csnn2)(c2nncs2)NS1



# C6H4NO3

2 unconnected molecules or ions with the total composition C6H4NO3 at a distorted geometry (wB97M-V/def2-TZVPD, the OMol25 dataset).

Geometry (Å):
C (-0.21760, 1.16612, 0.85487)
C (-0.02988, 2.13973, 1.91450)
C (-0.55638, -0.75642, -1.33335)
C (0.68095, 0.28678, 0.47008)
C (-0.82238, 0.15643, -2.14383)
C (-0.11005, -2.00635, -0.79473)
N (0.97176, -2.60783, -1.19390)
O (1.69044, -0.27579, 0.43941)
O (-1.21337, 1.18979, -2.66015)
O (1.01621, 2.42893, 2.44275)
H (-1.16495, 1.22678, 0.38158)
H (-0.89438, 2.66837, 2.14073)
H (-0.63342, -2.17768, 0.17138)
H (1.28305, -3.43883, -0.68934)

Cartesian forces, eV/Å:
C -1.717 1.351 0.943
C 2.017 -1.575 -1.643
C 0.612 -1.373 0.351
C 1.413 -0.477 -0.607
C -0.985 2.048 0.067
C 1.078 0.591 0.027
N -0.954 0.231 -0.411
O 0.125 -0.063 0.172
O 0.624 -1.335 -0.008
O 0.893 0.211 0.914
H -0.514 -0.301 -0.471
H -2.176 1.214 0.627
H 0.225 -0.828 -0.416
H -0.640 0.306 0.454

## Properties
E = -511.45544 Eh
Total charge = -1
ΔE to the lowest compared entry with this formula, charge and spin = 2.6699 eV
Frontier orbital gap = 7.7757 eV



# C6H4NO3S

A gas-phase ion, C6H4NO3S (charge -1) at a distorted geometry (wB97M-V/def2-TZVPD, the OMol25 dataset).

Geometry (Å):
C (1.73426, -0.88790, 0.40825)
C (2.59473, 0.03818, -0.00703)
C (-0.56679, -1.09460, -0.22957)
C (-2.62127, 0.58623, 0.03361)
C (-1.12358, 0.23990, -0.65974)
C (0.20505, 0.84792, 0.31852)
N (0.42716, -0.55344, 0.59446)
O (-2.39730, 1.19633, 1.07655)
O (-0.83409, -2.28427, -0.29587)
O (-3.61125, 0.19070, -0.54800)
S (1.75999, 1.54328, -0.50206)
H (2.09733, -1.97481, 0.59754)
H (3.66818, 0.15091, -0.22322)
H (-1.16639, 0.42537, -1.77760)
H (-0.16604, 1.57620, 1.21416)

Cartesian forces, eV/Å:
C 3.511 -3.395 0.838
C -0.033 1.524 -0.890
C -1.135 -1.422 0.337
C 2.177 -0.139 -0.065
C 0.418 1.066 0.196
C -3.086 1.874 -0.983
N 0.608 0.586 0.643
O -0.826 0.522 0.868
O 0.286 1.587 -0.577
O -0.565 -0.251 -0.562
S -1.042 -0.534 0.806
H -0.932 1.997 -0.170
H -0.635 -1.154 0.410
H 0.374 -0.079 1.398
H 0.878 -2.182 -2.250

## Properties
E = -909.70124 Eh
Total charge = -1
ΔE to the lowest compared entry with this formula, charge and spin = 1.1843 eV
Frontier orbital gap = 7.1660 eV
Structure (SMILES) = O=C([O-])[C@@H]1C(=O)N2C=CS[C@@H]12



Q: Which of these has the lowest ΔE to the lowest compared entry with this formula, charge and spin?
A: C6H4N2O3



Repeat the fourth record exactly.
# C6H4N6S3

A single C6H4N6S3 molecule at a distorted geometry (wB97M-V/def2-TZVPD, the OMol25 dataset).

Geometry (Å):
C (-0.19034, 2.39764, -1.06662)
C (-1.81498, -2.87803, -0.20362)
C (-0.36646, 1.34973, -0.15733)
C (-0.38805, -1.08331, -0.05227)
C (2.07486, 0.13623, 1.62744)
C (0.41221, 0.11094, 0.06010)
N (-0.61808, -3.23392, -0.50561)
N (-1.50176, 1.51402, 0.58417)
N (0.16186, -2.17944, -0.41942)
N (-2.09793, 2.60101, 0.36647)
N (0.83466, 0.18452, 1.46912)
N (1.63622, 0.06528, -0.78080)
S (-1.42641, 3.50557, -0.81450)
S (-2.10153, -1.26295, 0.19477)
S (3.05923, 0.15124, 0.23038)
H (0.51548, 2.62968, -1.75208)
H (-2.56534, -3.55619, -0.04982)
H (2.70719, 0.32455, 2.46405)
H (1.66917, -0.77658, -1.19443)

Cartesian forces, eV/Å:
C -1.755 -1.271 2.655
C -0.153 0.380 0.237
C -0.731 1.860 -1.702
C -1.709 -1.381 -0.747
C 0.624 0.683 -0.871
C 2.368 1.699 1.085
N -0.638 -0.764 0.096
N 0.920 -0.481 0.199
N 2.456 0.751 -0.436
N -1.771 0.618 0.536
N -0.679 -0.197 1.336
N 0.025 3.480 1.575
S 0.375 -0.018 -0.131
S 0.818 0.414 0.147
S -0.242 -0.074 -1.492
H 2.323 0.079 -1.913
H -1.835 -1.730 -0.087
H -0.481 -0.248 1.420
H 0.086 -3.798 -1.909

## Properties
E = -1754.03890 Eh
Total charge = 0
ΔE to the lowest compared entry with this formula, charge and spin = 0.8402 eV
Frontier orbital gap = 9.1466 eV
Structure (SMILES) = C1=N[C@](c2csnn2)(c2nncs2)NS1



Q: What is the frontier orbital gap in the second record?
A: 9.0967 eV